No. 1
{
  "formula": "C2H17N2O4",
  "method": "ωB97M-V/def2-TZVPD",
  "symbols": ["C", "N", "C", "N", "H", "H", "H", "H", "H", "H", "H", "H", "H", "H", "H", "O", "H", "H", "O", "H", "H", "O", "H", "H", "O"],
  "positions_angstrom": [[2.54891, -0.31162, 0.45245], [2.59187, -0.44189, -1.01288], [1.11218, -0.24952, 1.17927], [-0.07321, -0.17165, 0.19963], [2.93020, 0.72059, 0.80380], [3.24391, -1.12910, 0.93046], [2.07503, 0.16750, -1.61852], [2.43154, -1.34286, -1.12466], [0.92948, 0.72186, 1.66305], [0.83344, -1.13040, 1.75246], [-0.23303, 0.75079, -0.15598], [0.03787, -0.87030, -0.50718], [-0.96930, -0.30316, 0.78146], [0.80200, -3.80719, -0.68591], [0.47352, -3.57408, -2.26097], [0.33980, -3.36545, -1.30292], [-3.97206, -1.93828, 1.57755], [-4.13573, -1.33992, 2.94417], [-3.49634, -1.28188, 2.08464], [-2.86162, 3.24379, -1.13761], [-1.96669, 3.94865, -1.98250], [-2.01863, 3.71585, -1.09004], [0.34309, 2.61459, -1.08701], [-0.90762, 2.92443, -0.21097], [-0.05860, 2.44925, -0.19180]],
  "charge": 1,
  "gap_ev": 10.14,
  "e_tot_ha": -496.5746,
  "multiplicity": 1,
  "relative_energy_kcal_mol": 51.07,
  "homo_energy_ev": -13.1,
  "largest_force_ev_per_a": 6.3
}



No. 2
{
  "formula": "C18H23NO3",
  "method": "ωB97M-V/def2-TZVPD",
  "symbols": ["C", "C", "C", "C", "H", "H", "C", "C", "C", "H", "H", "H", "H", "H", "H", "C", "N", "C", "O", "C", "C", "C", "C", "C", "C", "C", "C", "C", "O", "O", "H", "H", "H", "H", "H", "H", "H", "H", "H", "H", "H", "H", "H", "H", "H"],
  "positions_angstrom": [[3.97031, 2.78404, -0.52775], [5.08903, 1.76874, -0.73798], [5.30319, 0.85601, 0.48046], [4.87375, -0.59406, 0.24503], [5.44494, -0.97962, -0.60097], [5.14638, -1.19091, 1.12008], [3.38051, -0.79386, -0.03572], [3.11226, -2.18939, -0.61693], [3.52381, -2.31595, -2.07968], [4.59210, -2.16208, -2.20824], [3.27918, -3.30728, -2.45425], [2.99708, -1.58182, -2.68583], [2.04434, -2.40815, -0.55002], [3.64217, -2.93616, -0.02050], [3.04516, -0.04735, -0.76060], [2.57152, -0.58281, 1.25483], [1.14563, -0.60493, 1.02928], [0.45526, 0.49546, 0.68683], [0.92935, 1.61306, 0.60502], [-0.99898, 0.24664, 0.42408], [-1.84678, 1.24848, 0.11789], [-3.22755, 0.95778, -0.12378], [-4.17001, 1.94035, -0.44337], [-5.48476, 1.59350, -0.66269], [-5.89321, 0.26413, -0.56979], [-4.98057, -0.71917, -0.25651], [-3.64492, -0.38286, -0.03154], [-2.68672, -1.43730, 0.29960], [-2.94192, -2.61034, 0.39893], [-1.38800, -1.05030, 0.51304], [-5.26833, -1.75634, -0.17797], [-6.92692, 0.00734, -0.74410], [-6.20756, 2.35719, -0.90894], [-3.85058, 2.96913, -0.51444], [-1.46836, 2.25544, 0.06229], [0.66387, -1.49074, 1.02390], [2.80774, 0.39884, 1.67045], [2.81980, -1.35544, 1.98619], [6.36326, 0.84104, 0.74376], [4.76987, 1.26870, 1.33723], [6.01203, 2.31232, -0.95261], [4.86771, 1.15970, -1.61673], [4.22419, 3.46008, 0.28621], [3.02796, 2.30152, -0.28191], [3.82594, 3.37859, -1.42769]],
  "gap_ev": 8.73,
  "smiles": "CCCC[C@@H](CC)CNC(=O)c1cc2ccccc2c(=O)o1",
  "e_tot_ha": -980.2184,
  "multiplicity": 1,
  "relative_energy_kcal_mol": 12.11,
  "homo_energy_ev": -8.9,
  "largest_force_ev_per_a": 1.3
}



No. 3
{
  "formula": "CH2N3O2S",
  "method": "ωB97M-V/def2-TZVPD",
  "symbols": ["C", "N", "N", "N", "O", "O", "S", "H", "H"],
  "positions_angstrom": [[0.48602, 1.52658, 0.84540], [1.14285, -0.17821, -0.72831], [-0.57385, 1.13550, 0.47717], [1.28818, -1.19428, -0.32516], [-2.05377, -0.66721, -0.76960], [1.52166, -2.24570, 0.14344], [1.97630, 2.00758, 1.17584], [-2.49800, -0.28199, -0.08655], [-1.28940, -0.10227, -0.73224]],
  "charge": -1,
  "gap_ev": 7.76,
  "e_tot_ha": -752.2452,
  "multiplicity": 1,
  "relative_energy_kcal_mol": 3.34,
  "homo_energy_ev": -4.0,
  "largest_force_ev_per_a": 4.0
}



No. 4
{
  "formula": "C2H2O3",
  "method": "ωB97M-V/def2-TZVPD",
  "symbols": ["C", "C", "O", "O", "O", "H", "H"],
  "positions_angstrom": [[-0.45974, 0.24019, -0.76695], [0.35186, -0.11985, 0.43074], [-0.65781, 0.71800, 0.60409], [1.57872, -0.10557, 0.99091], [0.65588, -1.18477, 1.25372], [-0.09051, 0.85849, -1.47004], [-1.37841, -0.40650, -1.04247]],
  "gap_ev": 11.62,
  "smiles": "C1OC12OO2",
  "e_tot_ha": -302.9375,
  "multiplicity": 1,
  "relative_energy_kcal_mol": 121.03,
  "homo_energy_ev": -10.7,
  "largest_force_ev_per_a": 5.5
}



No. 5
{
  "formula": "C4H10O2",
  "method": "ωB97M-V/def2-TZVPD",
  "symbols": ["C", "C", "C", "C", "H", "H", "H", "H", "H", "H", "H", "H", "H", "H", "O", "O"],
  "positions_angstrom": [[-2.94222, -0.81680, 0.03561], [-0.66828, -0.28987, 0.32651], [0.52117, 0.67372, -0.01953], [1.95139, 0.08181, 0.39767], [-3.18649, -0.55625, 1.09703], [-3.77315, -0.45003, -0.54989], [-2.80511, -1.86516, -0.18873], [-0.35370, -1.28884, 0.22717], [-0.73984, -0.25952, 1.47210], [0.33083, 1.69032, 0.45110], [0.55008, 0.92876, -1.16275], [1.91598, -1.04270, 0.23224], [2.20006, 0.21396, 1.54026], [2.89340, 0.31862, -1.32153], [-1.82957, -0.03590, -0.37148], [3.05401, 0.58811, -0.40835]],
  "gap_ev": 10.96,
  "smiles": "COCCCO",
  "e_tot_ha": -308.8226,
  "multiplicity": 1,
  "relative_energy_kcal_mol": 47.39,
  "homo_energy_ev": -10.0,
  "largest_force_ev_per_a": 3.0
}



No. 6
{
  "formula": "C27H54NNiO2SSi",
  "method": "ωB97M-V/def2-TZVPD",
  "symbols": ["Ni", "C", "N", "C", "C", "C", "C", "C", "C", "C", "C", "H", "H", "H", "H", "H", "H", "H", "H", "H", "H", "H", "H", "C", "C", "C", "C", "O", "H", "H", "H", "H", "H", "H", "H", "H", "H", "C", "C", "C", "C", "Si", "C", "C", "C", "C", "C", "C", "C", "C", "H", "H", "H", "H", "H", "H", "H", "H", "H", "H", "H", "H", "H", "H", "H", "H", "H", "H", "H", "H", "H", "H", "H", "H", "H", "H", "H", "C", "S", "C", "O", "H", "H", "H", "H", "H", "H"],
  "positions_angstrom": [[9.02964, 11.80888, 7.99582], [12.16171, 11.04262, 7.59682], [10.95818, 11.76013, 7.10437], [10.57111, 11.12250, 5.80593], [11.33494, 13.18503, 6.84102], [10.10360, 14.06100, 6.78315], [10.11254, 15.33803, 6.20127], [8.94777, 16.07519, 6.08945], [7.76420, 15.55249, 6.59665], [7.75456, 14.26925, 7.13872], [8.92994, 13.54398, 7.28005], [13.01067, 11.40011, 7.03102], [12.08638, 9.95253, 7.44814], [12.33998, 11.26746, 8.66453], [11.38990, 11.10583, 5.07757], [9.78078, 11.78820, 5.42091], [10.16502, 10.13174, 6.08968], [11.94133, 13.25291, 5.94825], [11.96438, 13.45160, 7.69559], [11.03835, 15.75181, 5.90247], [8.87976, 17.05623, 5.64012], [6.83885, 16.11745, 6.52748], [6.79198, 13.83636, 7.47526], [7.52283, 10.44025, 4.95801], [6.85189, 10.37243, 6.35686], [6.28704, 8.98951, 6.52308], [5.67675, 11.39007, 6.48553], [7.70014, 10.57970, 7.42471], [6.84351, 10.10663, 4.20307], [8.42246, 9.82742, 4.85092], [7.78289, 11.44670, 4.69649], [5.77198, 8.69628, 5.62690], [5.57027, 8.87005, 7.34542], [7.07919, 8.26157, 6.66724], [4.78747, 11.08562, 5.92141], [5.95445, 12.39314, 6.08224], [5.28038, 11.52945, 7.46345], [11.63124, 12.22212, 11.24916], [10.16011, 12.73977, 11.23525], [10.22194, 14.05874, 10.46082], [9.70858, 13.09031, 12.67682], [8.94884, 11.41918, 10.24239], [9.36688, 9.58240, 10.77175], [10.70206, 9.11340, 10.12209], [9.43054, 9.35602, 12.31653], [8.35958, 8.53927, 10.19643], [7.11795, 11.87092, 10.82435], [6.23246, 10.98522, 9.95014], [6.67227, 11.64183, 12.28122], [6.75928, 13.33321, 10.44907], [12.32523, 13.03788, 11.53806], [11.92764, 11.90785, 10.22763], [11.77102, 11.41506, 11.97349], [10.84729, 14.72709, 11.04111], [9.21979, 14.51152, 10.40174], [10.56205, 13.86076, 9.46063], [10.54741, 13.63653, 13.12880], [9.53778, 12.15829, 13.25627], [8.78363, 13.67962, 12.71426], [11.51586, 9.80683, 10.16747], [10.53765, 8.86786, 9.08752], [11.06311, 8.23443, 10.63538], [10.24991, 9.98243, 12.70790], [9.71990, 8.33260, 12.52037], [8.48429, 9.56932, 12.80863], [8.14284, 8.69820, 9.11914], [7.41512, 8.49810, 10.73043], [8.84091, 7.54157, 10.29038], [6.16434, 10.03451, 10.46888], [6.57556, 10.82351, 8.91613], [5.23744, 11.46671, 9.91797], [6.84808, 10.60712, 12.55129], [5.57610, 11.87262, 12.33299], [7.22508, 12.23684, 13.01762], [6.80049, 13.41708, 9.37052], [7.45431, 14.04480, 10.92304], [5.71683, 13.56186, 10.75975], [12.08500, 6.04517, 6.10748], [10.34502, 6.41337, 5.84358], [9.72536, 4.91691, 6.67492], [9.94697, 7.53831, 6.82042], [12.25640, 5.14325, 5.48526], [12.26904, 5.79695, 7.12396], [12.69030, 6.86714, 5.75380], [10.04332, 4.08117, 6.07516], [8.63545, 5.05408, 6.60642], [10.06079, 4.80042, 7.69870]],
  "charge": -1,
  "gap_ev": [4.96, 5.93],
  "s_squared": 2.01,
  "e_tot_ha": -3462.3196,
  "multiplicity": 3,
  "homo_energy_ev": [-3.0, -4.0],
  "largest_force_ev_per_a": 3.2
}